This record from the OMol25 dataset describes a 4-piece molecular cluster, C42H90Cl2N5O7PS overall. The level of theory is wB97M-V/def2-TZVPD.

Calculated values
- Net charge: 0
- Orbital gap: 8.64 eV
- SMILES: C#C[C@@]1(P(O)Cl)[C@H](OCCNC[C@H](C)O)[C@](CCCCCOC)(NCCC)S(=O)(=O)O[C@@]1(Cl)CCCC.CCN(CC)CC.CCN(CC)CC.CCN(CC)CC

Positions of all 148 atoms, in Å:
C -0.823 3.505 1.946
C -1.860 4.013 1.603
C -3.130 4.589 1.150
P -3.828 5.711 2.623
O -4.189 7.071 1.829
Cl -2.064 6.277 3.568
C -2.753 5.387 -0.156
O -2.018 6.502 0.246
C -0.898 6.812 -0.571
C 0.421 6.289 0.002
N 1.146 5.450 -0.944
C 1.889 6.163 -1.981
C 1.337 5.953 -3.389
C 2.425 5.983 -4.448
O 0.379 6.987 -3.658
C -3.911 5.823 -1.156
C -3.500 5.348 -2.561
C -3.214 3.841 -2.744
C -4.262 3.046 -3.526
C -3.659 1.779 -4.149
C -2.662 1.042 -3.260
O -1.342 1.432 -3.601
C -0.405 1.372 -2.551
N -4.167 7.249 -1.072
C -3.978 8.084 -2.260
C -4.277 9.550 -1.899
C -3.128 10.484 -2.257
S -5.450 5.021 -0.704
O -6.024 5.668 0.434
O -6.244 4.827 -1.870
O -4.939 3.580 -0.291
C -4.106 3.375 0.852
Cl -5.242 3.060 2.225
C -3.390 2.066 0.532
C -3.026 1.117 1.670
C -1.939 0.112 1.211
C -2.559 -1.291 1.086
H 0.098 3.047 2.191
H -4.981 7.444 2.235
H -2.069 4.745 -0.709
H -1.032 6.436 -1.585
H -0.873 7.899 -0.639
H 1.023 7.148 0.322
H 0.190 5.717 0.897
H 1.761 4.832 -0.441
H 2.933 5.848 -1.966
H 1.879 7.239 -1.786
H 0.838 4.982 -3.400
H 3.195 5.248 -4.222
H 2.000 5.769 -5.425
H 2.882 6.971 -4.476
H -0.386 6.595 -4.080
H -2.584 5.881 -2.797
H -4.267 5.634 -3.275
H -2.288 3.761 -3.318
H -3.006 3.360 -1.794
H -5.105 2.767 -2.898
H -4.623 3.687 -4.329
H -4.459 1.080 -4.390
H -3.142 2.023 -5.076
H -2.769 -0.038 -3.408
H -2.846 1.236 -2.200
H -0.889 1.403 -1.572
H 0.260 2.232 -2.624
H 0.203 0.467 -2.617
H -5.090 7.428 -0.699
H -4.621 7.792 -3.094
H -2.936 8.023 -2.570
H -5.203 9.865 -2.378
H -4.445 9.597 -0.822
H -3.414 11.527 -2.154
H -2.290 10.296 -1.586
H -2.780 10.300 -3.272
H -2.509 2.295 -0.063
H -4.085 1.535 -0.123
H -3.910 0.554 1.951
H -2.667 1.671 2.531
H -1.561 0.394 0.228
H -1.128 0.077 1.935
H -3.163 -1.485 1.972
H -3.237 -1.295 0.233
H -1.821 -2.086 1.011
C 2.559 -0.177 1.292
C 2.417 -1.490 2.049
N 1.551 -2.440 1.376
C 1.181 -3.572 2.208
C 2.285 -4.541 2.652
C 1.899 -2.753 0.002
C 3.292 -3.335 -0.270
H 1.578 0.257 1.089
H 3.134 0.531 1.890
H 3.083 -0.302 0.344
H 1.969 -1.282 3.024
H 3.423 -1.892 2.250
H 0.405 -4.137 1.684
H 0.698 -3.170 3.105
H 2.613 -5.190 1.841
H 1.905 -5.189 3.445
H 3.155 -4.016 3.047
H 1.788 -1.841 -0.591
H 1.138 -3.435 -0.385
H 4.073 -2.807 0.280
H 3.527 -3.249 -1.333
H 3.352 -4.392 -0.012
C -1.232 -6.704 2.215
C -1.484 -7.852 3.179
N -0.572 -7.850 4.309
C -0.607 -9.078 5.083
C -1.902 -9.432 5.825
C -0.528 -6.616 5.075
C -1.835 -6.103 5.696
H -0.193 -6.702 1.881
H -1.873 -6.805 1.339
H -1.451 -5.736 2.668
H -1.336 -8.795 2.646
H -2.543 -7.833 3.481
H 0.217 -9.046 5.800
H -0.370 -9.896 4.395
H -2.050 -8.816 6.710
H -1.859 -10.471 6.157
H -2.780 -9.330 5.185
H -0.131 -5.831 4.425
H 0.222 -6.743 5.859
H -2.668 -6.163 4.994
H -1.720 -5.054 5.977
H -2.109 -6.651 6.595
C 8.766 -7.931 -2.735
C 8.292 -7.373 -1.402
N 7.610 -6.097 -1.526
C 7.404 -5.426 -0.256
C 6.481 -6.089 0.773
C 6.486 -6.071 -2.446
C 5.324 -7.043 -2.195
H 9.391 -7.206 -3.257
H 9.355 -8.833 -2.566
H 7.935 -8.203 -3.386
H 9.164 -7.209 -0.763
H 7.680 -8.138 -0.897
H 7.035 -4.418 -0.467
H 8.389 -5.290 0.202
H 5.431 -5.998 0.494
H 6.601 -5.599 1.741
H 6.708 -7.146 0.914
H 6.871 -6.252 -3.452
H 6.103 -5.047 -2.468
H 5.679 -8.046 -1.953
H 4.711 -7.122 -3.095
H 4.673 -6.711 -1.388

***

This record from the OMol25 dataset describes a 15-piece molecular cluster, C42H90O36 overall. The level of theory is wB97M-V/def2-TZVPD.

Calculated values
- Net charge: 0
- Orbital gap: 10.37 eV

Positions of all 168 atoms, in Å:
C 5.273 3.855 5.652
C 4.993 2.439 6.100
C 3.519 1.985 6.455
O 3.547 0.601 6.091
C 4.390 0.417 5.033
O 4.343 -0.462 4.233
O 5.262 1.493 5.049
H 5.012 4.031 4.604
H 6.293 4.069 5.761
H 4.699 4.522 6.300
H 5.537 2.203 7.028
H 2.683 2.447 5.897
H 3.346 1.950 7.526
C 5.670 1.547 1.570
C 4.915 1.127 0.359
C 3.618 0.366 0.571
O 2.707 1.055 -0.265
C 3.283 2.157 -0.786
O 2.769 2.794 -1.699
O 4.553 2.281 -0.419
H 6.674 2.059 1.322
H 5.949 0.659 2.149
H 5.059 2.235 2.218
H 5.653 0.613 -0.284
H 3.294 0.467 1.590
H 3.733 -0.661 0.341
C -3.418 1.813 -5.967
C -2.240 0.938 -6.379
C -2.245 0.698 -7.888
O -1.268 1.601 -8.362
C -0.472 2.021 -7.428
O 0.533 2.641 -7.593
O -0.899 1.535 -6.218
H -4.298 1.148 -5.902
H -3.559 2.543 -6.728
H -3.307 2.302 -4.978
H -2.245 0.047 -5.721
H -3.216 1.032 -8.333
H -1.951 -0.281 -8.276
C 0.036 -1.227 -0.215
C -1.189 -0.322 -0.418
C -0.828 0.876 -1.281
O -1.066 0.350 -2.592
C -1.982 -0.644 -2.564
O -2.545 -1.055 -3.540
O -2.236 -0.934 -1.246
H 0.620 -1.258 -1.123
H -0.217 -2.246 -0.032
H 0.588 -0.869 0.670
H -1.731 -0.197 0.566
H 0.275 1.040 -1.145
H -1.448 1.688 -1.203
C -0.569 -4.835 -1.940
C 0.637 -4.180 -2.566
C 1.640 -5.096 -3.275
O 1.686 -4.582 -4.597
C 0.901 -3.498 -4.760
O 0.854 -2.735 -5.672
O 0.289 -3.277 -3.642
H -1.123 -5.275 -2.753
H -1.177 -4.203 -1.307
H -0.306 -5.632 -1.219
H 1.191 -3.592 -1.832
H 1.342 -6.161 -3.402
H 2.679 -5.154 -2.970
C 1.835 0.433 -4.113
C 3.170 -0.246 -4.331
C 4.429 0.410 -3.909
O 4.720 -0.179 -2.650
C 3.988 -1.271 -2.491
O 4.082 -2.040 -1.560
O 3.201 -1.483 -3.568
H 0.992 -0.179 -4.320
H 1.695 1.286 -4.751
H 1.704 0.794 -3.092
H 3.223 -0.551 -5.377
H 4.235 1.521 -3.805
H 5.290 0.186 -4.590
C 0.218 3.073 1.759
C 1.464 2.618 2.465
O 1.266 2.858 3.956
O -0.725 2.001 1.874
H 0.378 3.193 0.660
H -0.101 4.043 2.156
H 2.260 3.358 2.221
H 1.651 1.571 2.395
H 0.999 2.064 4.376
H -1.184 1.958 2.688
C 4.580 -4.504 0.760
C 5.056 -3.402 1.760
O 5.771 -2.305 1.168
O 3.256 -4.228 0.382
H 4.544 -5.463 1.247
H 5.259 -4.556 -0.160
H 5.694 -3.849 2.529
H 4.208 -3.004 2.345
H 5.513 -2.101 0.252
H 3.324 -3.682 -0.424
C -3.148 0.754 3.816
C -4.235 1.647 3.528
O -5.461 1.057 3.094
O -2.066 1.451 4.293
H -2.928 0.119 2.960
H -3.499 0.030 4.577
H -3.852 2.360 2.779
H -4.519 2.207 4.405
H -5.322 0.784 2.191
H -2.291 1.819 5.131
C -4.098 3.546 -0.971
C -5.057 4.437 -0.173
O -6.356 3.894 0.075
O -4.406 3.531 -2.364
H -4.042 2.533 -0.617
H -3.175 4.079 -0.812
H -5.147 5.438 -0.562
H -4.612 4.528 0.813
H -6.570 3.279 -0.602
H -3.575 3.339 -2.825
C -0.321 -5.619 2.884
C 0.707 -4.477 3.036
O 0.912 -3.654 1.880
O -0.542 -6.196 4.130
H -0.026 -6.474 2.220
H -1.150 -5.132 2.423
H 1.619 -4.889 3.513
H 0.304 -3.786 3.784
H 1.730 -3.908 1.362
H -1.449 -5.914 4.414
C -0.736 4.746 -2.917
C 0.251 5.242 -4.020
O 0.903 4.070 -4.490
O -1.664 3.804 -3.440
H -1.301 5.589 -2.440
H -0.045 4.387 -2.092
H 0.941 5.906 -3.628
H -0.272 5.779 -4.821
H 0.975 3.963 -5.457
H -1.170 3.162 -4.044
C -3.640 -2.657 1.314
C -3.932 -3.355 2.630
O -2.714 -3.652 3.305
O -2.779 -3.445 0.430
H -3.094 -1.766 1.617
H -4.552 -2.437 0.790
H -4.462 -4.276 2.478
H -4.618 -2.695 3.287
H -2.104 -2.872 3.429
H -2.043 -3.577 1.045
C -6.492 0.079 -0.272
C -6.259 0.349 -1.710
O -6.636 1.687 -2.049
O -5.451 0.786 0.430
H -6.315 -0.969 -0.069
H -7.444 0.365 0.169
H -6.681 -0.374 -2.425
H -5.112 0.228 -1.783
H -5.837 2.176 -2.380
H -5.769 1.715 0.338
C 0.105 -1.044 3.752
C -0.322 -1.306 5.165
O 0.437 -0.651 6.091
O -0.805 -1.690 2.822
H 1.121 -1.403 3.677
H 0.144 0.051 3.549
H -0.277 -2.378 5.323
H -1.362 -0.889 5.372
H 1.378 -0.778 6.033
H -0.297 -2.243 2.193